1.
67
Properties=species:S:1:pos:R:3:mulliken_spin:R:1 method="wB97M-V/def2-TZVPD" charge=+3 homo_energy_ev="-16.1 / -16.1" energy_ev=-135450.2534 spin_multiplicity=6 homo_lumo_gap_ha="0.202 / 0.232"
Sm -0.255 -1.330 -0.273 5.104
P 0.114 1.516 1.055 -0.021
P -2.708 0.227 -0.560 -0.024
P 2.410 -0.570 -0.815 -0.020
H -1.471 -3.032 -3.925 0.000
C -0.535 -3.287 -3.379 0.000
C -0.385 -2.884 -2.080 -0.021
H -1.345 -2.477 -1.666 0.009
C 0.337 3.087 0.146 -0.001
C -1.196 1.961 2.277 -0.003
C 1.513 1.554 2.251 -0.003
C -3.472 -0.652 -1.986 -0.001
C -4.094 0.040 0.623 -0.003
C -3.112 1.913 -1.132 -0.001
C 3.108 -1.569 -2.197 -0.002
C 3.633 -1.057 0.455 -0.001
C 3.261 0.945 -1.321 -0.001
H 0.144 -3.998 -3.871 0.000
H 0.310 -3.417 -1.407 -0.002
H 0.376 3.904 0.876 -0.001
H -0.493 3.258 -0.549 0.000
H 1.267 3.076 -0.435 0.000
H -1.060 2.981 2.672 0.000
H -1.164 1.259 3.123 0.000
H -2.192 1.902 1.819 0.000
H 1.605 2.553 2.705 0.000
H 2.469 1.309 1.770 0.000
H 1.321 0.813 3.043 0.001
H -4.537 -0.416 -1.910 0.000
H -3.338 -1.737 -1.917 0.000
H -3.070 -0.304 -2.949 0.000
H -4.996 0.408 0.123 -0.001
H -3.932 0.604 1.542 0.000
H -4.233 -1.012 0.877 0.000
H -4.192 1.846 -1.312 0.000
H -2.595 2.146 -2.069 0.000
H -2.909 2.707 -0.405 0.000
H 4.189 -1.437 -2.131 0.000
H 2.762 -1.189 -3.162 0.000
H 2.866 -2.635 -2.109 0.000
H 4.528 -1.149 -0.173 0.000
H 3.440 -2.019 0.944 0.000
H 3.802 -0.283 1.209 0.000
H 4.239 0.561 -1.632 -0.001
H 3.379 1.625 -0.473 0.000
H 2.784 1.456 -2.162 0.000
C -0.007 0.627 -5.190 -0.001
C -0.580 -0.531 -5.740 0.000
C -0.369 -0.863 -7.081 0.000
C 0.594 -0.144 -7.807 0.000
C 1.164 1.013 -7.281 0.000
C 0.837 1.413 -5.982 0.000
Se -0.200 0.963 -3.307 -0.002
H 0.617 -0.315 -3.156 0.002
H -1.103 -1.195 -5.051 0.001
H -0.924 -1.702 -7.512 0.000
H 0.910 -0.533 -8.762 0.000
H 1.877 1.612 -7.846 0.000
H 1.270 2.286 -5.511 0.000
N 1.078 -1.456 3.688 0.001
C -0.153 -1.649 3.106 -0.002
N -1.272 -1.510 3.872 0.000
O -0.259 -1.831 1.837 -0.006
H 1.097 -1.571 4.688 0.000
H 1.744 -2.117 3.297 0.000
H -1.956 -2.206 3.641 0.000
H -1.118 -1.520 4.891 0.000

=====

2.
65
Properties=species:S:1:pos:R:3:mulliken_spin:R:1 method="wB97M-V/def2-TZVPD" charge=+3 homo_energy_ev="-15.8 / -15.8" energy_ev=-73699.3568 spin_multiplicity=7 homo_lumo_gap_ha="0.204 / 0.216" de_lowest_ev=1.969
Tb -0.412 -1.086 -0.859 6.037
P 1.132 -0.101 1.477 0.014
P 1.544 -3.527 -1.627 0.009
P -1.561 -2.225 1.452 -0.003
H -3.739 2.141 -1.631 0.000
C -4.137 2.242 -0.596 0.000
C -3.361 2.762 0.370 0.000
H -2.349 3.120 0.152 0.000
C 2.215 1.292 0.955 -0.001
C 2.392 -1.124 2.359 -0.002
C 0.355 0.722 2.940 -0.002
C 0.855 -4.391 -3.009 -0.002
C 3.132 -2.804 -1.991 0.000
C 1.552 -4.498 -0.118 0.002
C -2.796 -1.068 2.174 -0.002
C -0.757 -2.894 2.954 -0.002
C -2.661 -3.625 1.012 0.004
H -5.141 1.863 -0.414 0.000
H -3.723 2.866 1.393 0.000
H 1.622 2.071 0.459 0.000
H 3.007 0.940 0.281 0.000
H 2.689 1.736 1.841 0.000
H 2.961 -1.721 1.634 0.000
H 1.923 -1.792 3.094 0.001
H 3.100 -0.469 2.882 0.000
H -0.502 1.329 2.611 -0.001
H 1.084 1.393 3.415 0.000
H 0.022 -0.006 3.696 0.001
H 1.674 -5.029 -3.383 -0.001
H 0.502 -3.612 -3.705 0.000
H -0.058 -4.878 -2.610 0.001
H 3.601 -3.781 -2.288 0.000
H 3.624 -2.359 -1.085 0.000
H 3.092 -2.083 -2.842 0.000
H 2.061 -5.381 -0.572 -0.001
H 0.533 -4.757 0.272 0.000
H 2.166 -4.009 0.676 0.000
H -3.637 -1.644 2.585 0.000
H -3.175 -0.378 1.403 0.002
H -2.345 -0.476 2.981 0.000
H -1.434 -3.601 3.452 -0.001
H -0.493 -2.103 3.665 0.001
H 0.159 -3.436 2.678 0.000
H -3.284 -3.874 1.883 0.000
H -2.077 -4.511 0.730 0.000
H -3.319 -3.369 0.170 -0.001
C -2.982 -2.263 -2.425 0.006
C -2.791 -3.468 -3.158 -0.003
C -3.911 -4.244 -3.482 0.002
C -5.200 -3.876 -2.969 -0.003
C -5.359 -2.650 -2.277 0.002
C -4.290 -1.847 -2.074 -0.005
O -2.120 -1.359 -1.882 0.010
H 0.565 -2.540 -1.448 -0.068
H -1.820 -3.790 -3.565 0.000
H -3.878 -5.125 -4.210 0.000
H -6.101 -4.478 -3.193 0.000
H -6.377 -2.259 -1.936 0.000
H -4.259 -0.916 -1.500 0.000
C -0.589 2.026 -2.156 -0.001
O 0.171 0.816 -1.898 0.005
H -0.062 2.878 -1.698 0.000
H -1.558 1.924 -1.647 0.000
H -0.692 2.154 -3.241 0.000
H 1.016 0.845 -2.414 0.002

=====

3.
60
Properties=species:S:1:pos:R:3:mulliken_charge:R:1 method="wB97M-V/def2-TZVPD" homo_energy_ev=-10.0 energy_ev=-19340.1475 homo_lumo_gap_ha=0.402 de_lowest_ev=5.284
C 45.741 -59.833 76.614 -1.448
C 45.654 -60.936 77.653 0.063
C 46.757 -60.686 78.812 -1.615
C 48.099 -60.256 78.423 -0.101
C 49.137 -60.186 79.672 -0.387
C 50.480 -59.675 79.169 -1.134
H 45.865 -58.941 77.254 0.465
H 45.022 -60.059 76.009 0.467
H 46.684 -59.639 76.066 0.227
H 46.065 -61.954 77.288 0.007
H 44.666 -61.110 78.139 0.370
H 46.929 -61.577 79.286 0.477
H 46.178 -60.202 79.427 0.659
H 48.069 -59.356 77.783 0.305
H 48.552 -60.982 77.661 0.113
H 49.321 -61.198 80.112 0.277
H 48.653 -59.630 80.454 0.386
H 50.415 -58.581 78.787 0.258
H 50.876 -60.342 78.356 0.271
H 51.249 -59.456 79.969 0.359
C 40.405 -65.325 72.450 -1.186
C 39.862 -66.556 73.311 -0.721
C 40.999 -67.326 74.061 -1.327
C 41.751 -66.327 75.017 0.200
C 42.691 -67.122 75.906 -0.502
C 43.902 -67.625 75.087 -0.890
H 39.673 -65.068 71.678 0.406
H 41.312 -65.521 71.932 0.326
H 40.536 -64.525 73.140 0.289
H 39.478 -67.264 72.551 0.328
H 39.083 -66.267 73.865 0.525
H 41.793 -67.619 73.463 0.415
H 40.680 -67.953 74.651 0.757
H 40.891 -65.948 75.703 0.285
H 42.045 -65.458 74.343 -0.269
H 42.278 -68.009 76.378 0.365
H 43.194 -66.536 76.901 0.261
H 43.466 -68.331 74.318 0.295
H 44.454 -68.015 75.801 0.517
H 44.482 -66.741 74.695 -0.053
C 49.369 -64.275 72.965 -1.120
C 48.711 -64.719 74.201 -0.530
C 47.187 -64.845 73.940 -0.507
C 46.385 -63.597 73.935 0.360
C 44.948 -63.794 73.536 0.225
C 44.063 -62.477 73.460 -0.886
H 50.507 -64.184 72.711 0.321
H 49.097 -63.137 72.677 0.170
H 49.039 -64.887 72.206 0.357
H 49.027 -63.942 75.031 0.093
H 49.125 -65.528 74.593 0.519
H 46.808 -65.767 74.437 0.206
H 47.056 -65.364 72.948 0.330
H 46.631 -62.745 73.152 0.233
H 46.589 -63.077 74.967 -0.315
H 44.826 -64.704 74.037 -0.383
H 45.039 -64.030 72.476 0.212
H 44.183 -61.698 72.699 0.380
H 44.115 -61.890 74.426 0.092
H 43.083 -62.900 73.210 0.201

=====

4.
87
Properties=species:S:1:pos:R:3:mulliken_charge:R:1 method="wB97M-V/def2-TZVPD" charge=+1 homo_energy_ev=-12.3 energy_ev=-199549.6304 homo_lumo_gap_ha=0.118 de_lowest_ev=1.418
Tl 0.485 0.759 1.084 1.516
As 0.563 -2.231 3.429 1.990
F 0.310 -2.049 1.654 -0.436
F 1.806 -3.514 3.124 -0.516
F 0.774 -2.292 5.204 -0.470
F -0.600 -0.827 3.674 -0.499
F -0.668 -3.516 3.578 -0.488
F 1.879 -0.975 3.313 -0.507
As 4.394 2.372 2.298 1.998
F 5.093 3.692 1.269 -0.495
F 2.928 2.282 1.269 -0.535
F 3.641 0.999 3.258 -0.492
F 5.811 2.406 3.381 -0.477
F 3.474 3.576 3.296 -0.516
F 5.214 1.155 1.223 -0.618
C -0.926 4.205 -2.049 -1.311
C -1.489 2.786 -1.876 0.567
O -1.291 2.125 -0.872 -0.324
N -2.246 2.440 -2.888 -0.062
C -2.771 1.103 -3.017 -0.420
H -1.027 4.613 -3.054 0.451
H 0.148 4.231 -1.868 0.253
H -1.460 4.806 -1.312 0.298
H -2.135 2.962 -3.746 0.289
H -3.661 1.019 -3.642 0.357
H -2.918 0.600 -2.061 -0.160
H -1.976 0.549 -3.516 0.256
C 4.142 1.345 -1.771 -0.735
C 2.675 1.472 -2.249 0.539
O 1.782 1.578 -1.384 -0.344
N 2.438 1.515 -3.539 -0.124
C 1.124 1.619 -4.202 -0.726
H 4.290 0.428 -1.201 -0.078
H 4.396 2.178 -1.116 0.175
H 4.902 1.420 -2.548 0.461
H 3.278 1.396 -4.086 0.262
H 1.067 0.855 -4.978 0.381
H 0.936 2.520 -4.786 0.367
H 0.300 1.386 -3.528 -0.039
C -2.774 1.485 4.659 -1.012
C -2.923 1.908 3.193 0.534
O -2.037 1.621 2.405 -0.465
N -3.955 2.655 2.761 -0.175
C -4.060 3.156 1.384 -0.660
H -1.995 2.075 5.141 0.257
H -2.600 0.417 4.790 0.197
H -3.758 1.620 5.107 0.424
H -4.775 2.831 3.324 0.251
H -4.957 3.762 1.257 0.403
H -4.043 2.314 0.692 0.024
H -3.231 3.851 1.249 0.271
C 3.290 -3.378 0.362 -1.076
C 3.542 -1.922 0.723 0.467
O 2.663 -1.113 0.532 -0.199
N 4.792 -1.521 1.019 0.206
C 5.992 -2.350 1.190 -1.119
H 2.984 -3.462 -0.681 0.168
H 2.513 -3.778 1.013 0.186
H 4.138 -4.062 0.416 0.495
H 4.930 -0.526 1.125 0.352
H 5.854 -3.237 1.808 0.382
H 6.790 -1.780 1.665 0.367
H 6.350 -2.705 0.223 0.367
C 0.758 -2.262 -3.282 -1.364
C -0.164 -1.767 -2.153 0.639
O 0.184 -0.957 -1.274 -0.024
N -1.436 -2.195 -2.095 0.223
C -2.106 -3.244 -2.852 -1.180
H 1.788 -2.271 -2.927 0.224
H 0.657 -1.490 -4.045 0.285
H 0.629 -3.276 -3.660 0.494
H -1.989 -1.872 -1.315 -0.080
H -3.190 -3.133 -2.833 0.338
H -1.814 -4.244 -2.532 0.323
H -1.791 -3.128 -3.889 0.427
C -3.209 -2.559 1.880 -1.233
C -3.080 -1.282 1.054 0.351
O -1.991 -0.763 0.877 0.212
N -4.109 -0.722 0.369 0.104
C -5.484 -1.239 0.353 -1.170
H -4.209 -2.611 2.311 0.528
H -2.566 -2.459 2.754 0.138
H -2.904 -3.448 1.328 0.287
H -3.869 0.125 -0.128 -0.043
H -5.939 -0.893 -0.575 0.394
H -6.072 -0.833 1.176 0.305
H -5.502 -2.329 0.333 0.393

=====

5.
72
Properties=species:S:1:pos:R:3:mulliken_spin:R:1 method="wB97M-V/def2-TZVPD" charge=+1 homo_energy_ev="-9.4 / -10.6" energy_ev=-48285.5160 spin_multiplicity=3 homo_lumo_gap_ha="0.191 / 0.232"
N -5.864 4.878 7.935 0.000
B -5.130 5.105 6.741 0.000
O -4.479 6.157 6.274 0.000
S -5.021 3.586 5.490 0.000
O -3.613 3.696 4.755 0.000
B -3.085 2.595 3.993 0.000
O -3.997 1.753 3.463 0.000
O -1.752 2.519 3.870 0.000
H -6.876 4.814 7.877 0.000
H -5.561 4.074 8.479 0.000
H -4.897 6.967 5.967 0.000
H -4.837 2.574 6.368 0.000
H -3.820 0.811 3.467 0.000
H -1.297 3.366 3.918 0.000
C 1.371 2.273 1.935 0.034
C 0.772 2.330 0.519 -0.021
C 0.873 0.961 -0.167 0.057
C 2.290 0.598 -0.604 -0.013
C 2.903 1.706 -1.455 0.040
C 2.872 3.082 -0.781 0.005
N 1.463 3.355 -0.333 0.393
O 0.714 3.811 -1.270 0.535
C 3.863 3.144 0.385 0.019
C 3.272 4.169 -1.774 -0.007
C -0.690 2.745 0.648 0.002
H 2.176 1.547 2.029 0.000
H 1.753 3.247 2.240 -0.019
H 0.591 1.974 2.636 0.000
H 0.236 0.967 -1.057 -0.014
H 0.470 0.203 0.512 0.000
H 2.926 0.384 0.260 -0.001
H 2.254 -0.324 -1.189 0.001
H 3.942 1.467 -1.698 0.000
H 2.363 1.770 -2.404 0.007
H 3.736 4.068 0.951 -0.010
H 4.873 3.134 -0.024 0.001
H 3.787 2.305 1.071 0.002
H 2.665 4.135 -2.674 0.002
H 4.317 4.019 -2.048 0.000
H 3.168 5.159 -1.327 -0.003
H -0.770 3.752 1.066 -0.006
H -1.204 2.044 1.307 0.000
H -1.191 2.741 -0.316 0.006
C 0.516 -6.107 -3.602 0.012
C 1.235 -4.991 -2.828 0.009
C 1.074 -5.169 -1.312 0.031
C -0.325 -4.838 -0.798 -0.022
C -0.769 -3.448 -1.249 0.032
C -0.668 -3.248 -2.765 -0.001
N 0.717 -3.626 -3.200 0.422
O 1.575 -2.700 -2.966 0.498
C -1.742 -4.068 -3.491 0.018
C -0.915 -1.792 -3.142 -0.011
C 2.714 -5.051 -3.201 -0.001
H -0.356 -6.498 -3.081 0.000
H 0.203 -5.763 -4.588 -0.011
H 1.204 -6.939 -3.745 0.001
H 1.800 -4.520 -0.812 0.005
H 1.341 -6.199 -1.063 0.002
H -1.044 -5.592 -1.128 -0.001
H -0.323 -4.879 0.293 0.002
H -1.804 -3.262 -0.949 0.002
H -0.150 -2.690 -0.758 0.002
H -1.581 -4.043 -4.569 -0.009
H -2.714 -3.620 -3.284 0.001
H -1.791 -5.105 -3.176 0.001
H -0.268 -1.083 -2.630 0.008
H -1.948 -1.545 -2.889 0.000
H -0.787 -1.644 -4.215 -0.001
H 2.852 -4.860 -4.266 0.000
H 3.083 -6.053 -2.976 0.000
H 3.302 -4.327 -2.645 0.004

=====

6.
70
Properties=species:S:1:pos:R:3:mulliken_charge:R:1 method="wB97M-V/def2-TZVPD" homo_energy_ev=-9.0 energy_ev=-45794.3945 homo_lumo_gap_ha=0.345
C -2.445 4.564 0.723 -0.940
C -2.539 3.260 -0.323 -0.215
O -2.874 2.004 0.302 -0.594
P -1.731 0.709 0.101 0.920
C -2.108 0.667 -1.759 -0.999
C -0.874 1.247 -2.727 -0.320
C -0.255 0.123 -3.744 -0.223
C 1.385 0.441 -3.827 -0.408
C 2.208 -0.626 -4.760 -0.689
C 1.952 -2.208 -4.390 -0.792
C 2.104 -2.567 -2.791 0.258
O 3.087 -1.736 -2.069 -0.355
C 3.273 -2.462 -0.771 -0.432
C -0.435 1.849 0.986 -0.853
O 0.631 1.169 1.715 0.071
C 1.862 1.966 1.820 -0.270
O 2.958 0.986 2.121 -0.381
C 2.861 0.502 3.506 -0.180
C 3.511 -1.039 3.490 -0.304
O 4.328 -1.332 4.681 -0.559
B -2.832 -0.230 1.429 -0.029
O -3.954 -1.110 0.981 -0.627
N -2.633 -0.098 2.928 0.119
C -4.002 0.115 3.568 -0.911
C -1.995 -1.328 3.544 -0.566
C -0.588 -0.801 0.088 0.407
C -1.136 -2.195 -0.572 -1.181
F 0.703 -0.555 -0.666 -0.314
H -1.323 4.728 1.013 0.221
H -2.878 5.506 0.132 0.354
H -3.147 4.368 1.660 0.203
H -3.468 3.546 -1.021 0.327
H -1.612 3.306 -1.026 0.076
H -3.079 1.276 -2.100 0.391
H -2.341 -0.410 -2.220 0.691
H -0.041 1.609 -1.952 0.148
H -1.193 2.187 -3.356 0.401
H -0.364 -0.988 -3.394 -0.107
H -0.680 0.264 -4.830 0.371
H 1.458 1.519 -4.326 0.409
H 1.845 0.577 -2.735 0.060
H 2.057 -0.365 -5.903 0.336
H 3.367 -0.427 -4.549 0.261
H 2.727 -2.833 -5.045 0.325
H 0.868 -2.470 -4.749 0.259
H 2.511 -3.683 -2.738 0.391
H 1.076 -2.562 -2.232 -0.288
H 3.261 -1.739 0.150 0.017
H 2.405 -3.258 -0.582 0.245
H 4.288 -3.052 -0.772 0.272
H -1.038 2.437 1.835 0.290
H 0.102 2.597 0.228 0.344
H 1.855 2.757 2.683 0.196
H 2.193 2.507 0.835 0.280
H 1.781 0.493 3.957 0.213
H 3.549 1.167 4.189 0.304
H 4.273 -1.024 2.570 0.209
H 2.716 -1.861 3.225 0.210
H 4.808 -2.207 4.458 0.333
H -3.918 -1.922 1.599 0.335
H -4.489 -0.922 3.903 0.337
H -3.950 0.798 4.537 0.265
H -4.774 0.630 2.822 0.272
H -2.246 -2.322 2.941 0.255
H -2.260 -1.444 4.702 0.359
H -0.816 -1.151 3.525 -0.047
H -0.375 -1.127 1.220 0.170
H -1.175 -2.187 -1.765 0.219
H -0.303 -3.015 -0.323 0.289
H -2.131 -2.623 -0.153 0.175